[1]
24
Properties=species:S:1:pos:R:3:forces:R:3:nbo_charge:R:1 method="wB97M-V/def2-TZVPD" homo_energy_ha=-0.31033 spin_multiplicity=1 smiles="CN[NH2+][C@@H]1C(=[N+]([O-])[O-])C=Nc2no[n+]([O-])c21" charge=0
O 2.162 0.145 3.139 -1.15 -0.21 0.16 -0.524
N 0.922 -0.164 3.253 -0.83 0.20 0.74 0.498
C 0.215 -0.558 2.082 0.67 0.79 0.10 -0.167
C 0.823 -0.158 0.711 -1.91 1.16 1.88 -0.099
C -0.044 -0.745 -0.329 0.84 -2.26 -1.05 -0.016
N 0.461 -1.137 -1.517 -1.82 -0.12 0.80 0.384
O 1.421 -0.756 -2.188 -0.22 -0.50 0.19 -0.463
O -0.389 -2.189 -2.004 0.12 1.42 0.11 -0.167
N -1.412 -2.440 -1.092 1.50 1.75 2.02 -0.099
C -1.130 -1.629 -0.010 0.47 -1.72 -2.88 0.297
N -1.637 -1.850 1.202 -0.37 0.76 2.02 -0.512
C -0.969 -1.289 2.220 -0.75 -0.56 -1.54 0.134
O 0.342 -0.126 4.356 1.15 -0.22 -1.84 -0.382
H 0.869 0.940 0.553 0.47 -0.51 0.47 0.256
H -1.365 -1.470 3.215 0.16 0.03 -0.10 0.233
C 4.397 0.391 0.550 0.63 0.14 0.02 -0.437
N 3.089 0.157 -0.008 -0.44 0.32 -0.34 -0.481
N 2.186 -0.658 0.738 2.52 -0.65 -1.88 -0.381
H 4.606 1.439 0.314 0.32 -0.12 0.31 0.222
H 4.361 0.267 1.639 0.04 0.19 -0.21 0.220
H 5.236 -0.219 0.155 -0.60 0.02 0.11 0.191
H 3.005 -0.018 -1.002 -0.06 -0.17 0.16 0.412
H 2.510 -0.581 1.728 -0.30 0.31 0.55 0.469
H 2.271 -1.633 0.427 -0.43 -0.03 0.18 0.411

[2]
18
Properties=species:S:1:pos:R:3:forces:R:3:nbo_charge:R:1 method="wB97M-V/def2-TZVPD" homo_energy_ha=-0.30322 spin_multiplicity=1 relative_energy_kj_mol=172.4 smiles="N=P(S)(S)c1ccccc1" charge=0
C -2.810 0.487 -0.384 -0.84 0.17 -1.58 -0.188
C -2.297 0.770 0.844 2.13 0.88 0.61 -0.212
C -2.018 -0.104 -1.400 -0.68 -0.85 -1.18 -0.202
C -0.895 0.577 0.978 0.54 -1.01 3.63 -0.166
C -0.683 -0.462 -1.218 -2.05 2.33 2.53 -0.161
C -0.121 -0.045 0.023 -0.42 -0.93 -1.86 -0.457
N 2.015 -1.959 1.059 -0.36 3.86 -2.61 -1.157
P 1.618 -0.377 0.204 2.28 -3.76 3.83 1.288
S 2.088 1.432 1.282 -0.02 -0.61 0.07 -0.300
S 2.692 0.041 -1.553 -0.23 -0.36 -0.29 -0.253
H -3.835 0.814 -0.647 0.64 -0.54 0.25 0.223
H -2.808 1.313 1.656 -0.01 -0.62 -0.62 0.233
H -2.516 -0.353 -2.387 0.65 0.44 1.30 0.222
H -0.386 0.635 2.057 -1.26 0.48 -2.52 0.248
H -0.088 -0.857 -1.963 0.93 -0.99 -1.45 0.223
H 3.007 -2.333 0.868 -1.68 1.30 -0.10 0.357
H 3.287 0.881 1.467 0.36 0.21 0.26 0.141
H 3.748 -0.459 -0.886 0.04 0.01 -0.27 0.160

[3]
16
Properties=species:S:1:pos:R:3:forces:R:3:nbo_charge:R:1 method="wB97M-V/def2-TZVPD" homo_energy_ha=-0.30925 spin_multiplicity=1 relative_energy_kj_mol=311.3 smiles="C=C1O[C@H]2C[C@H](C2)O1" charge=0
C -0.273 -1.493 0.250 -1.27 -0.94 -2.06 -0.479
C -0.717 -0.328 1.067 -2.37 1.48 1.43 0.086
C 0.927 0.776 -0.164 0.48 -2.25 0.91 0.560
C 2.236 0.873 0.015 1.60 -0.02 -4.22 -0.532
C -1.842 0.024 0.027 0.78 -4.13 -0.32 -0.439
C -0.761 -0.694 -1.007 -0.06 3.19 4.49 0.130
H 0.775 -1.579 0.192 1.34 -0.88 0.26 0.232
H -0.848 -2.465 0.276 0.77 1.16 0.60 0.235
H -1.021 -0.405 2.146 0.51 -0.12 -1.02 0.202
H -2.209 0.995 -0.061 -0.05 1.80 -0.40 0.217
H 3.016 0.798 -0.812 -1.55 0.21 0.91 0.205
H 2.655 0.995 0.945 0.41 0.51 2.09 0.211
H -2.742 -0.662 0.128 1.13 0.60 0.00 0.198
H -1.129 -1.147 -1.854 -0.21 -0.73 -2.15 0.198
O 0.238 0.745 1.009 -1.13 0.04 0.28 -0.510
O 0.271 0.320 -1.270 -0.37 0.08 -0.79 -0.517

[4]
16
Properties=species:S:1:pos:R:3:forces:R:3:nbo_charge:R:1 method="wB97M-V/def2-TZVPD" homo_energy_ha=-0.32787 spin_multiplicity=1 relative_energy_kj_mol=561.9 charge=0
C -1.365 -0.415 -0.914 -2.62 -1.26 2.33 -0.112
C -0.522 -0.652 1.321 3.97 0.47 2.64 -0.074
C 1.003 -0.163 1.447 0.90 2.21 1.41 -0.217
C 1.407 1.041 0.839 -1.38 -2.49 1.53 0.050
C 0.654 0.630 -1.388 3.01 -0.34 -2.80 0.181
C -0.253 -0.220 -1.869 -1.20 0.60 -0.72 -0.335
H -2.337 -0.980 -1.303 2.35 0.83 0.67 0.202
H -1.820 0.513 -0.298 1.32 -1.87 -1.87 0.203
H -0.942 0.304 1.235 -1.51 1.14 0.78 0.181
H -0.714 -1.175 2.388 -0.17 0.59 -2.75 0.174
H 1.524 -0.701 2.293 0.01 1.16 -1.05 0.202
H 2.183 1.884 1.198 -1.78 -2.30 -1.44 0.233
H 1.713 0.724 -2.046 -2.77 0.33 2.35 0.190
H -0.312 -0.810 -2.837 0.78 1.17 1.37 0.241
O -0.639 -1.278 0.141 -3.00 -1.07 -2.23 -0.556
O 0.419 1.299 -0.204 2.10 0.83 -0.20 -0.563

[5]
16
Properties=species:S:1:pos:R:3:forces:R:3:nbo_charge:R:1 method="wB97M-V/def2-TZVPD" homo_energy_ha="-0.27621 / -0.27624" spin_multiplicity=1 relative_energy_kj_mol=356.3 charge=0
C -0.766 0.783 0.931 2.50 -0.78 0.25 -0.484
C 0.894 -1.468 0.891 -0.26 -0.25 -1.01 -0.701
C -0.948 -0.256 -1.409 0.12 -0.07 -0.21 -0.607
C 0.844 0.038 0.760 -1.57 0.87 2.72 0.578
C -0.327 0.758 -0.467 -0.41 1.10 -2.91 -0.320
C 0.209 1.913 -1.093 0.10 -0.94 2.21 0.707
O 1.791 0.742 1.045 0.02 0.12 -0.44 -0.599
O 1.039 2.721 -1.130 -0.28 -0.25 -0.65 -0.400
H -0.529 1.664 1.512 -0.30 -0.01 0.01 0.242
H -1.648 0.195 1.163 0.07 0.17 0.05 0.214
H 1.159 -1.919 -0.068 0.14 -0.14 0.05 0.227
H 1.652 -1.731 1.627 0.05 0.22 -0.10 0.252
H -0.056 -1.900 1.197 -0.09 0.13 0.00 0.219
H -0.176 -0.764 -1.989 -0.05 -0.04 -0.10 0.218
H -1.512 -1.015 -0.871 0.05 0.05 0.12 0.222
H -1.627 0.239 -2.101 -0.08 -0.17 0.01 0.232

[6]
16
Properties=species:S:1:pos:R:3:forces:R:3:nbo_charge:R:1 method="wB97M-V/def2-TZVPD" homo_energy_ha=-0.33371 spin_multiplicity=1 relative_energy_kj_mol=615.9 smiles=C1C[C@H]2O[C@@H]2[C@H]2O[C@H]12 charge=0
C 0.661 -1.428 -0.752 0.25 0.62 -1.08 -0.421
C 0.752 -1.336 0.834 -0.06 0.33 0.93 -0.414
C -0.400 -0.388 1.227 -0.01 -0.23 -1.02 0.040
C -0.254 0.974 0.694 0.87 0.16 0.33 0.036
C -0.654 0.717 -0.755 0.64 -0.49 0.16 0.033
C 0.608 0.072 -1.189 -0.49 -0.56 -0.12 0.046
H 1.554 -1.936 -1.146 -0.18 0.15 0.27 0.223
H -0.200 -1.992 -1.139 0.05 0.14 0.49 0.218
H 0.669 -2.341 1.276 0.04 0.34 -0.20 0.224
H 1.691 -0.882 1.156 0.24 -0.28 -0.25 0.213
H -1.292 -0.886 0.873 -0.43 0.03 0.09 0.156
H 0.729 1.469 0.814 -0.59 -0.36 -0.15 0.185
H -1.527 0.058 -0.805 0.11 0.44 -0.41 0.182
H 1.551 0.554 -0.989 0.14 0.14 0.60 0.177
O -0.824 0.766 1.998 0.00 0.01 0.16 -0.449
O -0.107 1.021 -2.048 -0.59 -0.44 0.18 -0.449

no.,energy (eV)
1,-23472.4745
2,-38799.3837
3,-10443.4996
4,-10440.9024
5,-10443.0334
6,-10440.3430